{
  "formula": "C5H9N",
  "method": "wB97M-V/def2-TZVPD",
  "lumo_ev": [-5.558, -8.564],
  "multiplicity": 2,
  "homo_lumo_gap_ha": [0.3616, 0.2552],
  "charge": 1,
  "e_above_lowest_kcal_mol": 87.6,
  "homo_ha": [-0.5658, -0.5699],
  "symbols": ["C", "C", "C", "C", "N", "C", "H", "H", "H", "H", "H", "H", "H", "H", "H"],
  "coordinates": [[-1.865, -0.859, -1.793], [-0.941, -1.218, -0.520], [-0.261, 0.124, 0.004], [0.627, 0.348, 1.048], [1.486, 1.598, 0.904], [2.473, 1.837, 1.778], [-1.311, -0.053, -2.402], [-1.968, -1.692, -2.474], [-2.879, -0.734, -1.403], [-1.624, -1.521, 0.340], [-0.312, -2.160, -0.718], [-0.058, 0.802, -0.803], [0.656, -0.018, 2.075], [3.209, 2.600, 1.549], [2.768, 0.944, 2.414]]
}